C18H19NO4 | the ωB97M-V functional and the def2-TZVPD basis

XYZ file:
```
42
Properties=species:S:1:pos:R:3:nbo_charge:R:1
C -4.2458 1.3557 2.5671 -0.64
C -3.0613 0.4010 2.6807 -0.06
O -1.8160 1.0737 2.6501 -0.49
C -1.3096 1.5158 1.4754 0.32
C -1.8709 1.3082 0.2165 -0.28
C -1.2295 1.7849 -0.9072 -0.13
C -0.0112 2.4554 -0.8163 -0.22
C 0.6522 2.8503 -2.0700 0.56
O 0.0471 3.1689 -3.0698 -0.54
C 2.1837 2.7985 -2.0958 -0.18
O 2.7901 1.9879 -1.1192 -0.50
C 2.3990 0.6821 -1.0158 0.28
C 2.8862 -0.0079 0.0933 -0.24
C 2.5252 -1.3182 0.3129 -0.22
C 1.6639 -1.9737 -0.5660 0.12
N 1.3148 -3.2994 -0.2770 -0.60
C 0.4057 -4.1041 -0.8987 0.68
C 0.3222 -5.4751 -0.2543 -0.71
O -0.2650 -3.7790 -1.8510 -0.60
C 1.1969 -1.2932 -1.6834 -0.23
C 1.5648 0.0213 -1.9086 -0.24
C 0.5364 2.6850 0.4478 -0.14
C -0.1082 2.2278 1.5724 -0.27
H -4.2041 2.0909 3.3667 0.22
H -5.1741 0.7972 2.6486 0.22
H -4.2326 1.8824 1.6161 0.21
H -3.0761 -0.0928 3.6565 0.19
H -3.1022 -0.3706 1.9028 0.17
H -2.7985 0.7719 0.0967 0.21
H -1.6577 1.6212 -1.8847 0.23
H 2.5624 3.8091 -1.9062 0.22
H 2.4938 2.5094 -3.1098 0.21
H 3.5427 0.5081 0.7753 0.22
H 2.9070 -1.8387 1.1803 0.20
H 1.7875 -3.6854 0.5287 0.39
H -0.4115 -6.0734 -0.7862 0.24
H 1.2892 -5.9715 -0.3006 0.23
H 0.0220 -5.3847 0.7877 0.22
H 0.5384 -1.7920 -2.3739 0.26
H 1.1840 0.5183 -2.7867 0.22
H 1.4585 3.2351 0.5503 0.22
H 0.3007 2.3995 2.5556 0.23
```

## Properties
relative energy (zero: lowest compared OMol25 entry of this formula, charge and spin)	32.7	kcal per mole
charge	0
orbital gap	8.462	eV
maximum force	0.61	eV Å⁻¹
structure (SMILES)	CCOc1ccc(C(=O)COc2ccc(NC(C)=O)cc2)cc1
LUMO level	0.5	eV
highest occupied orbital energy	-8.0	eV